Here is a molecular structure, C19H23NO4 at a distorted geometry from the Open Molecules 2025 dataset. Energies are from ωB97M-V/def2-TZVPD.

Cartesian coordinates (Å):
C  -3.277  -0.525  -2.142
C  -4.013  -0.491  -0.991
C  -5.210  -1.066  -0.918
C  -6.077  -1.137  0.238
C  -5.660  -0.546  1.191
C  -4.538  0.231  1.324
C  -3.812  0.140  0.280
O  -2.549  0.931  -0.186
C  -2.071  1.724  0.899
C  -0.713  2.281  0.507
C  -0.520  3.803  0.144
C  0.793  3.697  -0.352
C  1.365  2.132  -0.198
O  0.357  1.631  0.429
C  2.712  1.814  -0.422
O  3.576  2.596  -0.100
N  2.966  0.364  -0.542
C  1.923  -0.591  -0.621
H  1.049  -0.046  -0.767
H  2.113  -1.023  -1.526
C  2.117  -1.525  0.373
C  1.093  -2.608  0.529
H  1.393  -3.273  1.252
H  0.119  -2.308  0.593
H  1.371  -3.065  -0.802
O  3.570  -1.996  0.431
C  4.469  -1.177  0.532
C  5.869  -1.484  0.470
H  6.526  -0.927  0.714
H  5.952  -2.399  1.388
H  5.976  -2.065  -0.487
C  4.254  -0.010  -0.740
H  5.000  0.896  -0.477
H  4.447  -0.612  -1.593
H  4.285  -0.519  1.492
H  2.041  -0.769  1.446
H  1.510  4.430  -0.775
H  -1.133  4.458  0.382
H  -2.746  2.533  1.286
H  -1.929  1.196  1.967
H  -4.072  0.810  2.288
H  -6.407  -0.248  2.490
H  -7.167  -1.681  0.350
H  -5.765  -1.873  -1.711
H  -2.461  -0.902  -2.077
H  -3.658  -1.175  -3.015
H  -3.069  0.375  -2.553

Orbital gap = 0.2864 Ha
ΔE to the lowest compared entry with this formula, charge and spin = 1930.12 kJ/mol


Here is a single C19H23NOS molecule from the Open Molecules 2025 dataset. Energies are from ωB97M-V/def2-TZVPD.

Cartesian coordinates (Å):
C  3.929  1.471  -0.566
C  3.366  0.709  0.443
C  2.911  -0.571  0.184
C  3.009  -1.090  -1.099
C  3.575  -0.328  -2.113
C  4.035  0.947  -1.844
H  4.474  1.535  -2.637
H  3.653  -0.747  -3.104
S  2.500  -2.742  -1.513
C  1.024  -2.990  -0.479
C  -0.067  -1.996  -0.871
O  -1.265  -2.165  -0.160
C  -1.219  -1.762  1.195
C  -2.640  -1.449  1.707
N  -3.187  -0.131  1.497
C  -3.765  0.172  0.207
C  -2.739  0.431  -0.903
C  -1.555  1.217  -0.413
C  -0.605  1.670  -1.323
C  0.508  2.372  -0.902
C  0.686  2.633  0.446
C  -0.242  2.174  1.360
C  -1.361  1.463  0.944
C  -2.369  0.972  1.957
H  -1.866  0.679  2.882
H  -3.048  1.802  2.201
H  -0.104  2.366  2.416
H  1.548  3.191  0.782
H  1.237  2.713  -1.622
H  -0.747  1.464  -2.375
H  -3.217  0.963  -1.730
H  -2.383  -0.526  -1.291
H  -4.425  -0.650  -0.080
H  -4.380  1.068  0.349
H  -3.321  -2.172  1.253
H  -2.636  -1.617  2.791
H  -0.803  -2.575  1.809
H  -0.571  -0.882  1.303
H  0.312  -0.969  -0.745
H  -0.323  -2.147  -1.924
H  1.300  -2.904  0.571
H  0.704  -4.012  -0.678
H  2.493  -1.158  0.988
H  3.288  1.105  1.445
H  4.286  2.468  -0.357

Orbital gap = 0.3294 Ha
SMILES = c1ccc(SCCOCCN2CCc3ccccc3C2)cc1
ΔE to the lowest compared entry with this formula, charge and spin = 155.85 kJ/mol


Here is a single C19H23NOS2 molecule from the Open Molecules 2025 dataset. Energies are from ωB97M-V/def2-TZVPD.

Cartesian coordinates (Å):
C  1.915  5.519  -1.792
C  1.985  4.047  -1.523
C  3.115  3.320  -1.883
C  3.190  1.964  -1.627
C  2.137  1.311  -1.007
C  1.003  2.023  -0.635
C  0.937  3.386  -0.902
H  0.045  3.930  -0.626
C  -0.158  1.328  -0.011
H  -0.593  1.910  0.801
H  0.112  0.340  0.360
S  -1.550  1.134  -1.199
C  -0.727  0.272  -2.582
C  -0.869  -1.246  -2.497
N  -0.447  -1.752  -1.215
C  0.760  -2.307  -0.999
O  1.595  -2.457  -1.866
C  1.014  -2.706  0.455
C  0.058  -3.760  0.998
H  0.425  -4.159  1.944
H  -0.053  -4.585  0.294
S  -1.661  -3.183  1.262
C  -1.452  -1.716  2.250
C  -2.320  -0.657  2.010
C  -2.212  0.502  2.754
C  -1.233  0.616  3.727
C  -0.375  -0.443  3.968
C  -0.486  -1.615  3.240
H  0.174  -2.443  3.452
H  0.384  -0.364  4.732
H  -1.140  1.526  4.301
H  -2.889  1.321  2.562
H  -3.073  -0.747  1.241
H  0.976  -1.810  1.082
H  2.029  -3.108  0.501
H  -1.114  -1.689  -0.459
H  -0.236  -1.705  -3.262
H  -1.910  -1.533  -2.662
H  -1.194  0.642  -3.493
H  0.320  0.572  -2.566
H  2.201  0.249  -0.816
H  4.067  1.405  -1.916
H  3.937  3.823  -2.370
H  0.897  5.887  -1.690
H  2.272  5.743  -2.796
H  2.547  6.059  -1.086

Orbital gap = 0.3349 Ha
SMILES = Cc1cccc(CSCCNC(=O)CCSc2ccccc2)c1
ΔE to the lowest compared entry with this formula, charge and spin = 5.99 kJ/mol


Here is a molecular structure, C19H24AgClN4O4P at a distorted geometry from the Open Molecules 2025 dataset. Energies are from ωB97M-V/def2-TZVPD.

Cartesian coordinates (Å):
Ag  0.220  0.170  0.022
O  0.333  -2.389  1.043
C  -0.313  -2.819  2.211
C  -1.206  -1.712  2.726
C  -1.977  -1.900  3.868
C  -2.782  -0.859  4.300
C  -2.791  0.329  3.584
C  -1.986  0.426  2.459
N  -1.213  -0.576  2.045
H  0.909  -3.081  0.703
H  0.410  -3.075  2.997
H  -0.929  -3.709  2.025
H  -1.945  -2.843  4.401
H  -3.395  -0.975  5.185
H  -3.406  1.166  3.887
H  -1.946  1.327  1.855
Cl  -6.304  3.259  -3.515
C  -4.840  2.919  -2.607
C  -4.244  3.944  -1.853
C  -3.105  3.697  -1.142
C  -2.456  2.411  -1.123
O  -1.403  2.234  -0.471
C  -3.111  1.379  -1.909
C  -2.635  0.019  -1.988
O  -1.667  -0.479  -1.444
C  -4.284  1.673  -2.628
H  -4.697  4.928  -1.843
H  -2.638  4.483  -0.561
H  -3.260  -0.639  -2.631
H  -4.749  0.882  -3.207
C  4.333  2.062  -3.348
N  3.736  2.013  -1.968
C  2.563  2.984  -1.884
N  1.619  2.744  -2.931
C  2.273  2.771  -4.224
N  3.348  1.792  -4.355
C  2.802  0.409  -4.300
P  2.027  -0.001  -2.628
C  3.278  0.639  -1.570
C  0.889  1.479  -2.708
H  5.130  1.319  -3.372
H  4.746  3.066  -3.513
H  4.410  2.323  -1.272
H  2.980  3.991  -1.985
H  2.121  2.820  -0.898
H  2.696  3.770  -4.384
H  1.529  2.582  -4.999
H  3.633  -0.283  -4.467
H  2.118  0.306  -5.150
H  4.156  0.000  -1.459
H  2.628  0.816  0.335
H  0.310  1.602  -1.792
H  0.167  1.355  -3.520
O  1.968  1.040  1.064

Orbital gap = 0.2217 Ha
Total charge = -1
ΔE to the lowest compared entry with this formula, charge and spin = 0.00 kJ/mol


Number 1: lowest unoccupied orbital energy 0.248 eV, total energy -1092.8343 Ha. Number 2: lowest unoccupied orbital energy 0.816 eV, total energy -1265.9712 Ha. Number 3: lowest unoccupied orbital energy 0.634 eV, total energy -1664.2114 Ha. Number 4: lowest unoccupied orbital energy 2.677 eV, total energy -2206.8225 Ha.